A.
Here is the ion H2N2O4P with charge -1 from the OMol25 dataset. Energies are from ωB97M-V/def2-TZVPD.

CARTESIAN COORDINATES (ANGSTROEM)
1 N 0.37865 1.00197 0.62056
2 N -0.72970 -1.05440 -0.47417
3 O 0.12707 1.92944 -0.56413
4 O -1.44115 -0.12196 -0.82635
5 O -0.93930 -2.15020 -1.00221
6 O 1.59241 -1.46497 1.10043
7 P 0.29145 -0.77190 1.13365
8 H -0.63048 1.40917 -0.89415
9 H 1.35105 1.22284 0.90637

Properties
net charge = -1
frontier orbital gap = 8.365 eV
multiplicity = 1
HOMO energy = -4.15 eV

Results of the Löwdin charge analysis, in e, for atoms 1 through 5:
1. N -0.297
2. N -0.503
3. O -0.191
4. O -0.107
5. O -0.069

B.
Here is the ion H2N2O4P with charge -1 from the OMol25 dataset. Energies are from ωB97M-V/def2-TZVPD.

CARTESIAN COORDINATES (ANGSTROEM)
1 N 1.12018 0.91592 0.03191
2 P 0.22602 -0.39057 0.64758
3 O -0.10755 -0.28505 2.05174
4 O 0.79585 -1.84710 -0.15904
5 N -1.28473 -0.07594 -0.36824
6 O -1.27813 0.56493 -1.41746
7 O -2.30835 -0.52197 0.10800
8 H 0.74703 0.99816 -0.95434
9 H 2.08967 0.64163 0.05986

Properties
net charge = -1
frontier orbital gap = 9.111 eV
multiplicity = 1
HOMO energy = -4.90 eV
SMILES = N[P@](=O)([O-])[N+](=O)[O-]

Results of the Löwdin charge analysis, in e, for atoms 1 through 5:
1. N -0.113
2. P 0.448
3. O -0.339
4. O -0.561
5. N -0.456

Relative to the most stable one, in hartree, the structures come out at A 0.1120; B 0.0000.

A.
Here is the ion H2N2O4P with charge -1 from the OMol25 dataset. Energies are from ωB97M-V/def2-TZVPD.

CARTESIAN COORDINATES (ANGSTROEM)
1 N 0.25654 -0.18682 -0.46256
2 P 1.14425 1.26664 -0.50457
3 O 2.40927 1.18366 0.25277
4 O 1.04252 1.73219 -1.88831
5 N -0.19368 2.44405 0.40964
6 O -0.15849 3.59290 0.07676
7 O -1.17492 1.94371 0.94302
8 H -0.09397 -0.41467 0.47023
9 H -0.52976 0.01635 -1.06830

Properties
net charge = -1
frontier orbital gap = 10.026 eV
multiplicity = 1
HOMO energy = -5.76 eV
SMILES = N[P@@](=O)([O-])[N+](=O)[O-]

Results of the Löwdin charge analysis, in e, for atoms 1 through 5:
1. N -0.092
2. P 0.285
3. O -0.361
4. O -0.348
5. N -0.447

B.
Here is a cluster of 2 separate species, H2N2O4P in total from the OMol25 dataset. Energies are from ωB97M-V/def2-TZVPD.

CARTESIAN COORDINATES (ANGSTROEM)
1 N -1.34051 0.31965 0.38052
2 N 1.04131 0.75815 -0.25919
3 O 0.60581 1.56985 -1.03011
4 O 0.52641 -0.93419 1.71312
5 O 2.18747 0.72303 0.05334
6 O 0.09250 -2.13239 -1.44453
7 P 0.10386 -0.55214 0.39392
8 H -1.94474 -0.33377 0.76399
9 H -1.27211 0.58180 -0.57105

Properties
net charge = -1
frontier orbital gap (spin up / spin down) = 7.868 / 7.908 eV
multiplicity = 1
HOMO energy (spin up / spin down) = -4.57 / -4.23 eV

Results of the Löwdin charge analysis, in e, for atoms 1 through 5:
1. N -0.080
2. N -0.544
3. O 0.003
4. O -0.349
5. O 0.027

Relative to the most stable one, in hartree, the structures come out at A 0.0000; B 0.2271.

A.
Here is a cluster of 15 separate species, H30O15 in total from the OMol25 dataset. Energies are from ωB97M-V/def2-TZVPD.

CARTESIAN COORDINATES (ANGSTROEM)
1 O 2.12056 -2.01037 1.05086
2 H 3.10228 -2.12848 0.89503
3 H 1.83336 -1.21700 0.47625
4 O 1.16768 3.50694 -2.53326
5 H 2.10172 3.25630 -2.54406
6 H 0.91283 3.41979 -3.50901
7 O 1.81063 -2.61710 -1.32336
8 H 2.31826 -3.41118 -1.06876
9 H 2.02430 -2.14330 -2.17779
10 O 0.10932 3.17712 3.42257
11 H -0.67916 3.24782 3.23834
12 H 0.56676 3.97872 3.21174
13 O 2.02712 0.98328 -1.20854
14 H 2.21775 0.46595 -2.00067
15 H 1.06408 1.22035 -1.44815
16 O -0.22214 0.34575 -3.84556
17 H -0.32213 -0.50668 -4.25500
18 H -0.61740 0.22799 -2.92421
19 O -2.51390 0.56078 3.68941
20 H -2.76845 1.03768 2.91316
21 H -2.54510 -0.44649 3.41550
22 O 1.79061 2.12771 1.35191
23 H 2.18706 1.86941 2.22465
24 H 1.01752 1.53110 1.26688
25 O -0.79698 -2.77347 1.45957
26 H -1.04892 -3.57146 1.00961
27 H 0.15586 -2.64938 1.11018
28 O 1.41520 0.70375 3.69530
29 H 1.27175 0.20068 4.49235
30 H 0.97979 1.49450 4.07781
31 O -4.95807 0.61131 -0.14516
32 H -4.31162 -0.02768 0.02500
33 H -4.81894 1.12604 -0.89059
34 O -1.79633 0.42373 1.03050
35 H -1.52862 1.34496 1.30046
36 H -1.85077 -0.14586 1.81178
37 O -1.56701 -1.67633 -2.15183
38 H -1.22474 -2.58076 -1.93266
39 H -1.15551 -1.07149 -1.56704
40 O -0.12595 -0.10671 -0.65252
41 H -0.63253 -0.44505 0.14192
42 H 0.42541 -0.95230 -0.49831
43 O 1.13361 -2.32147 -3.87722
44 H 1.12655 -2.46468 -2.92441
45 H 0.60426 -1.59447 -3.83266

Properties
net charge = 0
frontier orbital gap = 9.964 eV
multiplicity = 1
HOMO energy = -10.20 eV

Results of the Löwdin charge analysis, in e, for atoms 1 through 5:
1. O -0.115
2. H 0.087
3. H 0.053
4. O -0.094
5. H 0.027

B.
Here is a cluster of 15 separate species, H30O15 in total from the OMol25 dataset. Energies are from ωB97M-V/def2-TZVPD.

CARTESIAN COORDINATES (ANGSTROEM)
1 O 6.09780 19.56223 -16.31225
2 H 6.53452 19.67763 -15.49716
3 H 6.42027 20.29176 -16.84061
4 O 2.68063 19.44065 -9.24640
5 H 1.99026 19.59968 -9.91451
6 H 2.66602 18.54713 -9.00374
7 O 4.23077 19.59859 -12.84358
8 H 3.71183 19.03118 -12.26741
9 H 4.25723 19.11784 -13.66030
10 O 3.32868 17.58431 -11.18426
11 H 4.12977 17.25490 -10.83912
12 H 2.80718 16.76723 -10.99010
13 O 1.46811 19.68451 -13.62844
14 H 0.87687 19.40564 -14.32654
15 H 2.34153 19.65887 -13.96357
16 O 4.23945 17.77851 -15.06560
17 H 4.30707 17.04882 -14.43529
18 H 3.45162 17.53436 -15.58797
19 O 2.47393 21.66572 -11.53625
20 H 2.63934 22.57588 -11.80010
21 H 2.98975 21.00706 -12.03140
22 O 4.89331 16.08016 -12.91727
23 H 4.65892 15.11045 -12.99299
24 H 4.05688 16.53376 -12.58981
25 O 3.37247 20.35249 -15.64171
26 H 2.62843 20.35631 -16.27184
27 H 3.93696 19.67241 -15.93167
28 O 5.18168 20.67557 -9.66835
29 H 5.12236 21.00214 -10.60852
30 H 4.41383 20.21836 -9.47952
31 O 6.80475 16.89549 -15.43017
32 H 6.51734 16.05235 -15.10671
33 H 6.08163 17.54833 -15.32409
34 O 0.45116 19.42606 -10.93089
35 H -0.44831 19.67409 -11.06513
36 H 0.92621 19.57105 -11.74441
37 O 5.61873 21.83389 -12.05655
38 H 6.41502 22.36972 -11.89588
39 H 5.11121 22.35351 -12.65797
40 O 6.96292 19.69228 -13.55771
41 H 6.17348 20.02438 -13.21783
42 H 7.60544 20.34420 -13.64529
43 O 1.55789 16.71323 -13.35619
44 H 1.08259 16.33933 -14.09440
45 H 1.29836 17.63062 -13.26834

Properties
net charge = 0
frontier orbital gap = 8.949 eV
multiplicity = 1
HOMO energy = -9.36 eV

Results of the Löwdin charge analysis, in e, for atoms 1 through 5:
1. O -0.028
2. H -0.023
3. H 0.056
4. O -0.042
5. H 0.002

C.
Here is a cluster of 15 separate species, H30O15 in total from the OMol25 dataset. Energies are from ωB97M-V/def2-TZVPD.

CARTESIAN COORDINATES (ANGSTROEM)
1 H -0.45045 0.72188 -0.71437
2 H -0.02300 -0.01756 0.53763
3 H 2.49960 2.94420 -0.80405
4 H 2.18805 4.38034 -1.51393
5 H -2.65572 -1.34769 -0.85199
6 H -4.08225 -1.33547 -1.01177
7 H 0.93803 1.63313 4.09047
8 H 0.62664 2.13011 5.48704
9 H -1.94090 3.14749 0.59759
10 H -0.84920 2.91100 -0.23087
11 H -0.64173 2.12681 -5.30332
12 H -1.61902 2.51755 -4.14413
13 H -3.83940 1.61905 -1.84265
14 H -4.09030 2.92769 -1.14189
15 H 1.55246 -0.92714 -0.75914
16 H 0.86502 -0.80182 -2.16849
17 H 2.76156 -2.35071 -0.57742
18 H 3.18444 -3.49277 0.42686
19 H -1.07099 -2.62491 1.68482
20 H -1.35687 -2.06267 0.45942
21 H 3.19384 -1.88700 2.83059
22 H 3.37891 -3.36551 2.67803
23 H -0.13362 -2.49051 3.37864
24 H -0.79716 -1.24177 3.92830
25 H -2.46948 -4.61271 -1.68222
26 H -1.90686 -3.26176 -1.68841
27 H -2.05919 2.50070 -1.95156
28 H -0.67366 2.43671 -2.54694
29 H 4.07986 -0.70781 1.43453
30 H 4.31633 0.76751 1.07040
31 O 0.30653 0.53499 -0.10914
32 O 1.93873 3.69006 -0.85754
33 O -3.47864 -1.13705 -0.37223
34 O 0.87708 1.31981 4.98897
35 O -1.34536 3.61127 0.02515
36 O -1.11224 1.72735 -4.55339
37 O -3.61884 2.09876 -1.09074
38 O 1.76043 -0.85422 -1.68851
39 O 3.52367 -2.72798 -0.14583
40 O -0.73242 -2.62542 0.79302
41 O 3.80983 -2.57504 2.56741
42 O -0.74741 -1.82229 3.15336
43 O -2.81425 -3.74190 -1.62165
44 O -1.54619 2.04935 -2.56679
45 O 4.25416 0.21595 1.80675

Properties
net charge = 0
frontier orbital gap = 10.524 eV
multiplicity = 1
HOMO energy = -10.65 eV

Results of the Löwdin charge analysis, in e, for atoms 1 through 5:
1. H 0.056
2. H -0.010
3. H 0.005
4. H 0.062
5. H 0.024

Relative to the most stable one, in hartree, the structures come out at A 0.1536; B 0.0000; C 0.1247.

A.
Here is a cluster of 15 separate species, H30O15 in total from the OMol25 dataset. Energies are from ωB97M-V/def2-TZVPD.

CARTESIAN COORDINATES (ANGSTROEM)
1 O 0.28833 3.43091 -0.87564
2 H 1.13033 3.43991 -0.40464
3 H -0.33667 3.21891 -0.17064
4 O 0.61433 -1.54609 1.86436
5 H 0.30833 -0.70409 1.56236
6 H 0.47133 -1.68109 2.79436
7 O 2.58633 1.01291 -1.14964
8 H 2.42133 1.50791 -0.34264
9 H 2.27733 1.57091 -1.90364
10 O 1.24633 -1.89209 -2.22764
11 H 1.77433 -1.36809 -1.66064
12 H 0.99133 -2.64209 -1.72664
13 O -0.12067 0.42691 0.09736
14 H 0.19533 0.66091 -0.78464
15 H -0.49067 -0.39109 -0.05064
16 O -0.16067 1.54491 2.99436
17 H -0.06867 1.83491 3.92036
18 H -0.85167 0.89191 2.96636
19 O -2.14467 -1.48309 -0.86464
20 H -2.92967 -1.49909 -0.30664
21 H -2.02767 -2.13109 -1.56064
22 O 2.77333 -1.36509 0.22036
23 H 2.85833 -0.41009 -0.00964
24 H 2.07433 -1.43109 0.85336
25 O -0.06467 1.12091 -2.48564
26 H -0.21167 1.93691 -2.05364
27 H -0.55667 1.18391 -3.29364
28 O -2.83467 1.30791 -0.73364
29 H -2.27467 0.52691 -0.71064
30 H -2.49567 1.99391 -0.16064
31 O -2.17567 -0.06709 2.16436
32 H -2.68767 0.02891 1.34336
33 H -2.78467 -0.26709 2.95336
34 O 1.88133 2.32791 1.12136
35 H 1.04533 2.28191 1.62236
36 H 2.45033 2.98791 1.50636
37 O 1.83633 0.54491 -4.15764
38 H 2.37733 1.30391 -4.17864
39 H 1.16433 0.69591 -3.52964
40 O -2.14767 -2.75709 2.14036
41 H -2.55267 -2.67309 2.98436
42 H -1.80767 -1.87509 2.03636
43 O 0.05733 -3.86909 -0.06364
44 H -0.40467 -3.28509 0.52036
45 H -0.69367 -4.44509 -0.25964

Properties
net charge = 0
frontier orbital gap = 8.978 eV
multiplicity = 1
HOMO energy = -9.66 eV

Results of the Löwdin charge analysis, in e, for atoms 1 through 5:
1. O -0.040
2. H 0.027
3. H 0.043
4. O -0.018
5. H -0.012

B.
Here is a cluster of 15 separate species, H30O15 in total from the OMol25 dataset. Energies are from ωB97M-V/def2-TZVPD.

CARTESIAN COORDINATES (ANGSTROEM)
1 H 1.15670 -0.84625 -0.98266
2 H -0.02692 -1.09578 -0.06356
3 H -1.93806 -2.13755 1.58751
4 H -2.74477 -2.62706 2.72491
5 H 0.60820 -2.42803 2.38794
6 H 1.19691 -1.68768 3.52570
7 H 2.86759 1.48129 -0.49798
8 H 2.69573 2.54721 -1.36752
9 H -0.01611 2.37946 -1.47046
10 H -0.76411 2.29659 -2.69546
11 H 4.67124 1.31296 -2.13840
12 H 3.59602 0.43276 -2.73894
13 H -3.08715 1.65375 0.90388
14 H -2.63196 0.84647 -0.39674
15 H 0.15843 -0.57987 4.35558
16 H 0.87832 0.61617 4.76280
17 H -0.83276 0.24649 2.18835
18 H -0.59756 0.36316 0.70417
19 H -2.42820 3.08990 1.54434
20 H -1.09990 2.63051 0.99197
21 H 1.76090 -3.20493 -0.18985
22 H 0.55974 -4.07143 -0.55856
23 H 0.46411 1.33014 -3.37394
24 H 1.94110 1.42059 -3.31580
25 H -3.78503 -0.93670 -3.19979
26 H -2.95366 0.07224 -2.77168
27 H -3.61410 -3.07519 -1.37216
28 H -3.51181 -1.87666 -0.42590
29 H 4.82916 -0.50967 1.71204
30 H 3.97292 0.43733 0.86349
31 O 0.50440 -0.43650 -0.38216
32 O -2.85317 -2.24413 1.87276
33 O 0.35136 -1.80263 3.02108
34 O 2.15067 1.93325 -0.82018
35 O -0.58244 2.91789 -1.96726
36 O 4.16363 1.16808 -2.95262
37 O -2.80810 1.71669 0.01847
38 O 0.60772 0.13183 3.97662
39 O -0.11508 0.48107 1.52571
40 O -1.71977 3.38046 1.04772
41 O 0.79295 -3.22076 -0.44172
42 O 1.26024 1.05024 -3.85106
43 O -3.87453 -0.18125 -2.67792
44 O -3.11930 -2.76954 -0.60265
45 O 3.91644 -0.20488 1.53992

Properties
net charge = 0
frontier orbital gap = 8.866 eV
multiplicity = 1
HOMO energy = -9.33 eV

Results of the Löwdin charge analysis, in e, for atoms 1 through 5:
1. H 0.066
2. H -0.029
3. H 0.017
4. H 0.025
5. H 0.009

C.
Here is a cluster of 15 separate species, H30O15 in total from the OMol25 dataset. Energies are from ωB97M-V/def2-TZVPD.

CARTESIAN COORDINATES (ANGSTROEM)
1 O -1.35904 3.30742 2.35098
2 H -1.27804 3.29042 3.27998
3 H -0.76604 2.58942 2.12398
4 O 0.87596 2.64742 -0.47302
5 H 1.53596 1.99442 -0.34202
6 H 1.24396 3.34442 0.08498
7 O -0.37104 -0.11958 -0.18402
8 H -0.19804 0.79442 -0.09102
9 H 0.45596 -0.52058 -0.01802
10 O 1.57896 0.08442 -2.16402
11 H 2.05296 -0.37558 -2.87602
12 H 0.95296 0.72642 -2.39302
13 O 0.43796 -2.70558 2.64398
14 H 1.00696 -3.34158 3.08698
15 H 1.10896 -2.47258 1.97698
16 O -3.22104 -1.37558 -1.01602
17 H -2.49404 -1.88958 -0.66902
18 H -3.86704 -1.69858 -0.36802
19 O -0.98404 -1.79658 -2.89002
20 H -0.85704 -1.23058 -2.14002
21 H -0.17304 -2.33758 -2.97302
22 O 1.27196 1.94442 2.39298
23 H 1.70496 2.75142 2.32798
24 H 1.65196 1.30842 1.73998
25 O 2.01296 -1.21358 0.99598
26 H 2.95996 -1.03958 1.09098
27 H 2.03196 -1.94958 0.36698
28 O -1.85804 4.29742 -0.50902
29 H -1.40704 3.43942 -0.60902
30 H -2.19504 4.40642 -1.39302
31 O 3.19896 1.26842 0.11098
32 H 2.98696 0.47342 -0.29302
33 H 4.12496 1.34042 0.09598
34 O -1.57904 -3.28958 0.39198
35 H -1.24604 -3.62058 -0.44002
36 H -0.88604 -2.65058 0.66798
37 O -2.21604 1.62042 -1.57702
38 H -1.97704 0.76542 -1.28102
39 H -1.88904 1.60642 -2.48702
40 O -2.10704 -0.49858 2.02798
41 H -2.61304 0.17642 1.66898
42 H -1.34204 -0.36758 1.42998
43 O 1.00696 -3.08558 -0.91402
44 H 1.59096 -3.81658 -0.92902
45 H 1.09096 -2.78158 -1.82702

Properties
net charge = 0
frontier orbital gap = 8.854 eV
multiplicity = 1
HOMO energy = -9.98 eV

Results of the Löwdin charge analysis, in e, for atoms 1 through 5:
1. O -0.037
2. H 0.010
3. H -0.010
4. O -0.031
5. H -0.049

D.
Here is a cluster of 15 separate species, H30O15 in total from the OMol25 dataset. Energies are from ωB97M-V/def2-TZVPD.

CARTESIAN COORDINATES (ANGSTROEM)
1 O 0.37129 -2.48102 2.19169
2 H 0.47129 -1.84102 1.42169
3 H 1.02829 -2.18402 2.86269
4 O 0.53529 -0.60602 0.23569
5 H -0.14071 -0.01102 0.52569
6 H 0.05029 -1.19202 -0.36331
7 O 3.13929 -1.66702 -0.75231
8 H 3.63929 -1.05602 -1.24931
9 H 2.56729 -2.08702 -1.38331
10 O 3.00029 0.01898 1.86069
11 H 3.75729 0.15498 1.27669
12 H 2.40429 -0.59702 1.46669
13 O -1.08371 -0.41602 3.67569
14 H -0.73971 -0.34802 4.54469
15 H -0.54271 -1.09202 3.27269
16 O -0.48671 -0.78602 -3.13631
17 H -0.18271 -0.51502 -3.99631
18 H 0.12429 -1.51402 -2.92831
19 O 2.26929 2.16998 0.54769
20 H 2.54129 2.90898 1.08969
21 H 2.37129 1.37498 1.06569
22 O 0.03629 3.09598 -0.81531
23 H -0.50071 2.29898 -0.97431
24 H 0.89529 2.73198 -0.55831
25 O -1.62171 1.07498 -1.63731
26 H -1.16071 0.36798 -2.19231
27 H -2.31171 1.31798 -2.27131
28 O -3.10371 -1.38402 -2.03331
29 H -3.57371 -0.81902 -1.35431
30 H -2.28771 -1.75102 -1.69331
31 O -0.36171 1.45698 1.79369
32 H -0.72271 1.03498 2.59769
33 H 0.42029 1.75798 2.16569
34 O -2.61771 2.74298 0.76769
35 H -1.81171 2.33298 0.93969
36 H -2.57171 3.48798 0.17069
37 O -0.91371 -2.81502 -0.99531
38 H -1.11771 -3.44602 -1.64331
39 H -0.65871 -3.44602 -0.35331
40 O -2.25871 -0.39502 0.56369
41 H -2.13571 0.11398 -0.25031
42 H -3.16771 -0.53802 0.63169
43 O 2.07129 0.70098 -2.05131
44 H 1.77629 0.39698 -1.19531
45 H 2.60429 1.44598 -1.84031

Properties
net charge = 0
frontier orbital gap = 9.376 eV
multiplicity = 1
HOMO energy = -9.62 eV

Results of the Löwdin charge analysis, in e, for atoms 1 through 5:
1. O -0.091
2. H 0.008
3. H 0.058
4. O -0.051
5. H 0.004

Relative to the most stable one, in hartree, the structures come out at A 0.0173; B 0.1917; C 0.0532; D 0.0000.